C3H17N3O5 | ωB97M-V/def2-TZVPD

2S+1	2
max |F|	2.41	eV/A
orbital gap (alpha / beta)	11.012 / 5.393	eV
charge	+1
E_HOMO (alpha / beta)	-14.055 / -14.051	eV

CARTESIAN COORDINATES (ANGSTROEM)
O (-0.777, 2.040, -1.967)
C (-1.197, 1.107, -1.308)
N (-2.472, 0.707, -1.433)
C (-0.310, 0.320, -0.343)
N (-0.923, -0.689, 0.529)
C (-0.834, -2.085, -0.027)
N (-0.417, -3.029, 0.986)
H (-3.027, 0.983, -2.226)
H (-2.953, 0.209, -0.698)
H (0.394, -0.273, -0.928)
H (0.177, 1.114, 0.209)
H (-0.440, -0.713, 1.430)
H (-1.853, -2.391, -0.320)
H (-0.033, -2.194, -0.768)
H (-1.189, -3.475, 1.473)
H (0.271, -2.669, 1.648)
H (2.772, 1.756, -1.248)
H (3.354, 2.091, 0.095)
O (3.289, 1.321, -0.495)
H (1.982, 1.644, -3.093)
H (1.148, 2.598, -2.305)
O (2.088, 2.419, -2.521)
H (-2.045, -0.127, 2.469)
H (-1.361, 0.599, 3.607)
O (-1.980, -0.121, 3.427)
H (2.227, -0.289, 2.056)
H (2.310, -0.256, 0.500)
O (1.803, -0.598, 1.253)